32
Properties=species:S:1:pos:R:3:forces:R:3:lowdin_charge:R:1 method="wB97M-V/def2-TZVPD" lumo_ev=-1.09 energy_ha=-1266.7771 largest_force_ev_per_a=7.186 smiles="O=C(O)c1cc(C(=O)O)c2c(n1)c1ncoc1c1cc(C(=O)O)[nH]c12" orbital_gap_ha=0.284
O 0.16409 -4.40822 3.29235 -1.38 -2.92 -0.15 0.157
O -1.27809 5.03052 -1.78944 -0.18 -1.35 -0.91 0.082
O 1.43251 3.04692 1.95531 -1.32 -1.53 -0.47 0.104
N -0.52472 -1.16887 -3.53222 0.60 -0.33 0.68 0.163
N -0.63805 1.53524 -2.19568 0.13 -0.70 1.70 0.219
O 1.11640 -2.68059 4.15819 0.61 1.36 2.94 0.153
O -1.84061 3.79493 -3.59487 0.54 -0.55 1.42 0.111
O 0.32174 1.45365 2.95090 -1.03 -1.16 -0.08 0.128
O 0.31102 -3.01130 -2.52484 -0.31 1.43 1.31 0.065
C 0.49863 -3.28613 3.19297 0.58 0.82 -0.25 -0.601
C -1.30733 3.93867 -2.34660 -0.18 1.62 0.66 -0.409
C 0.63645 2.10260 1.84734 2.00 3.54 -0.23 -0.462
C -0.21536 -2.42325 -3.66567 0.69 2.00 1.16 -0.144
C 0.46091 -3.03890 0.79290 0.03 1.33 -1.40 0.108
C 0.39677 -2.47470 2.04222 1.18 1.49 -3.60 -0.154
C -0.77910 2.74065 -1.55664 -0.15 -3.33 -3.91 -0.178
C -0.41818 2.90848 -0.27418 1.37 -0.26 4.63 0.053
C 0.29599 -1.93252 -1.57087 -0.24 -1.70 -0.64 -0.108
C 0.43647 -1.89500 -0.17178 0.54 -3.49 2.05 -0.051
C -0.16422 -0.82853 -2.15997 -0.41 -2.02 -3.90 -0.173
C 0.03019 1.81517 0.53965 -0.68 -0.54 -3.08 -0.009
C 0.40777 -0.71680 0.58247 0.48 -0.70 0.59 -0.118
C -0.21176 0.35341 -1.48122 -1.51 7.01 0.40 -0.088
C 0.10129 0.50605 -0.07681 -0.17 0.70 0.18 0.004
N 0.57131 -1.06461 1.92928 -1.00 -1.39 0.62 0.158
H 0.90138 -3.24251 4.92737 0.63 0.27 0.10 0.149
H -2.27562 4.64510 -3.77711 0.27 -0.07 -0.01 0.128
H 0.80958 1.96081 3.59613 0.42 0.25 0.97 0.135
H -0.12854 -2.94672 -4.62554 -0.36 -0.06 0.79 0.142
H 0.62323 -4.10668 0.53876 -0.58 1.01 0.34 0.145
H -0.45045 3.89435 0.21144 0.00 -0.47 -0.45 0.143
H 0.71631 -0.50123 2.78616 -0.56 -0.25 -1.44 0.148

=====

32
Properties=species:S:1:pos:R:3:forces:R:3:lowdin_charge:R:1 method="wB97M-V/def2-TZVPD" lumo_ev="-11.95 / -14.05" spin_multiplicity=5 energy_ha=-1234.7776 charge=+3 s_squared=6.035 largest_force_ev_per_a=6.321 orbital_gap_ha="0.136 / 0.216"
O -3.64272 -3.17350 -1.83067 2.16 1.48 0.69 0.097
C -2.74546 -2.53991 -1.52560 -2.24 -1.60 -0.79 0.012
Pt -0.16129 -0.18660 -0.11770 1.38 -1.00 -1.50 1.083
O -3.18162 -0.47174 0.72685 4.75 1.19 -0.71 0.225
C -2.06636 -0.27408 0.49406 -5.35 -1.77 0.50 -0.190
C 1.70967 -0.23425 -0.84477 3.73 0.60 -0.87 -0.186
O 2.81026 -0.13799 -1.16494 -3.75 -0.55 0.88 0.252
C -0.64946 1.20384 -1.50776 -0.97 3.99 -3.23 -0.147
O -0.86953 1.92531 -2.36872 0.62 -2.57 2.45 0.254
C 0.36089 -1.54530 1.27782 1.86 -4.08 4.46 -0.152
O 0.68396 -2.41583 1.96381 -1.37 3.16 -2.94 0.241
H 0.03888 -1.33464 -1.32862 -0.85 0.12 0.38 0.117
N 6.80572 5.83739 5.80193 0.03 0.00 0.01 0.339
C 5.91011 5.31922 5.26787 -1.03 -0.54 -0.59 -0.035
C 4.80566 4.69789 4.60920 1.92 0.94 1.07 -0.137
C 4.98430 3.45778 3.98067 -0.70 -2.01 -1.33 0.078
C 3.91144 2.85594 3.32362 1.87 -0.15 0.44 0.051
C 2.67081 3.50248 3.31102 -1.60 -0.44 -0.61 -0.118
C 2.47584 4.73400 3.94936 0.99 1.59 1.18 0.060
C 3.55848 5.33456 4.59540 -2.66 0.30 -0.59 0.078
N 1.58176 2.92048 2.63954 1.27 2.38 2.09 0.034
C 0.27176 3.39031 2.58184 1.54 2.29 1.97 0.116
C -0.42457 2.53304 1.78558 0.35 -3.96 -2.63 0.024
N 0.42985 1.55202 1.35329 -4.34 1.28 -0.64 -0.039
C 1.62947 1.79545 1.86965 2.03 -0.76 0.18 -0.066
H 5.95610 2.96296 4.00328 -0.25 0.16 0.01 0.161
H 4.04160 1.88979 2.83325 0.18 0.41 0.32 0.122
H 1.49980 5.22192 3.93377 0.53 -0.01 0.13 0.128
H 3.43619 6.29847 5.08945 0.01 -0.23 -0.12 0.161
H -0.07242 4.27574 3.09276 0.00 -0.05 -0.07 0.157
H -1.46604 2.55948 1.48480 0.12 0.11 0.17 0.151
H 2.55154 1.25709 1.74272 -0.24 -0.26 -0.30 0.132

=====

30
Properties=species:S:1:pos:R:3:forces:R:3:lowdin_charge:R:1 method="wB97M-V/def2-TZVPD" lumo_ev=-0.18 energy_ha=-1736.3465 largest_force_ev_per_a=1.320 smiles="O=C(CCl)Oc1ccc2occ(C(=O)c3cccs3)c2c1" orbital_gap_ha=0.323
O 3.27181 1.21276 -0.91139 0.04 -0.10 0.11 0.120
C 3.97069 0.55618 -0.20097 0.18 0.42 -0.32 -0.548
O 3.65094 -0.63412 0.33124 -0.08 -0.45 0.32 0.063
C 2.37301 -1.16119 0.13012 -0.36 -0.10 -0.16 -0.212
C 1.23856 -0.40750 0.35043 0.16 -0.08 0.06 0.086
C 0.01560 -1.04369 0.16847 0.06 -0.69 -0.17 -0.079
C -0.04016 -2.39318 -0.22641 0.88 0.94 0.30 -0.198
C 1.10666 -3.14289 -0.44115 -0.43 -0.06 -0.03 0.021
C 2.31508 -2.50544 -0.25774 0.16 0.32 0.08 0.008
H 3.24238 -3.03461 -0.40836 0.09 -0.07 -0.02 0.121
H 1.05138 -4.17617 -0.74148 0.03 -0.13 -0.03 0.120
O -1.33041 -2.79276 -0.33327 -0.17 -0.53 -0.15 0.089
C -2.09386 -1.72826 -0.03266 0.05 0.81 0.27 -0.058
C -1.35612 -0.62248 0.27865 -0.04 -0.51 -0.04 -0.088
C -1.79085 0.71132 0.72354 -0.01 -0.07 0.14 -0.371
O -1.11782 1.37478 1.49051 0.04 -0.13 -0.14 0.107
C -3.05714 1.22015 0.20135 -0.62 0.35 -0.24 -0.431
C -3.69590 2.35232 0.64624 0.32 -0.39 0.01 -0.092
C -4.87230 2.63829 -0.06351 -0.15 -0.02 -0.17 -0.171
C -5.11265 1.73380 -1.05376 0.23 -0.32 -0.04 -0.394
S -3.91512 0.51270 -1.13219 -0.07 0.54 0.28 1.073
H -5.92982 1.71282 -1.74785 -0.18 0.03 -0.13 0.064
H -5.51066 3.47806 0.14355 -0.12 0.13 0.01 0.104
H -3.31380 2.93916 1.46178 0.12 0.07 0.13 0.121
H -3.15480 -1.89046 -0.03686 -0.09 -0.10 -0.01 0.116
H 1.28124 0.62436 0.65756 0.03 0.06 0.02 0.131
C 5.37867 0.91247 0.24948 -0.05 0.16 -0.14 -0.481
Cl 5.97434 2.33098 -0.62758 0.07 -0.06 0.09 0.602
H 5.36753 1.14638 1.31530 0.00 -0.10 -0.10 0.091
H 6.05353 0.07620 0.06696 -0.11 0.07 0.07 0.087

=====

36
Properties=species:S:1:pos:R:3:forces:R:3:lowdin_charge:R:1 method="wB97M-V/def2-TZVPD" lumo_ev="2.01 / 1.99" spin_multiplicity=5 energy_ha=-5517.6753 charge=-1 s_squared=6.013 largest_force_ev_per_a=0.701 orbital_gap_ha="0.286 / 0.286"
Fe 1.72666 -0.71527 0.47193 0.30 0.37 0.07 0.502
O -3.01136 -0.12793 -2.16036 -0.12 -0.06 -0.06 0.046
C -2.80126 -1.45414 -2.13850 -0.03 0.03 -0.01 -0.271
C -3.77119 -2.26897 -2.72524 0.00 0.00 0.00 -0.023
C -3.61846 -3.64031 -2.73946 0.00 0.00 0.00 -0.094
C -2.49546 -4.23502 -2.16952 0.00 0.00 0.00 -0.099
C -1.53522 -3.43323 -1.58598 0.00 0.00 0.01 -0.025
C -1.66598 -2.04409 -1.55721 0.01 -0.02 0.00 -0.076
C -0.59913 -1.24628 -0.91695 0.09 -0.04 0.02 -0.412
O 0.38842 -1.86460 -0.37177 -0.14 -0.04 -0.06 -0.143
N -0.72233 0.06345 -0.94720 0.03 0.03 0.00 0.015
N 0.34971 0.68246 -0.32397 0.00 0.02 0.02 -0.154
C 0.35081 1.95627 -0.33557 -0.02 0.02 0.02 -0.900
S -0.86729 2.91769 -1.15072 -0.01 -0.01 -0.01 0.950
C -0.24823 4.49647 -0.50642 0.02 0.01 0.00 -0.529
C 1.25889 4.39058 -0.36236 -0.01 0.00 -0.01 -0.521
S 1.60645 2.84029 0.50288 0.00 -0.01 0.01 0.933
H -2.24066 0.29692 -1.71271 0.07 0.04 0.02 0.043
H -4.63670 -1.79083 -3.16442 -0.01 0.00 0.00 0.112
H -4.38220 -4.25524 -3.19989 0.00 0.00 0.00 0.098
H -2.37526 -5.30972 -2.18287 0.00 0.00 0.00 0.094
H -0.65136 -3.86216 -1.13452 0.00 0.00 0.01 0.114
H -0.71674 4.70236 0.45539 0.00 -0.01 0.00 0.076
H -0.52875 5.27398 -1.21651 0.00 0.00 0.00 0.075
H 1.66329 5.20088 0.24269 0.00 0.00 0.00 0.079
H 1.75073 4.38420 -1.33449 0.01 0.00 0.01 0.082
N 1.71263 -0.53424 2.47365 0.01 -0.10 -0.01 0.093
C 1.78397 -0.44491 3.62844 0.01 0.09 -0.01 -0.160
C 1.85903 -0.30673 5.00071 -0.03 0.00 -0.02 -0.285
C 1.59576 0.95918 5.57862 0.01 -0.01 0.01 -0.255
N 1.38316 1.99321 6.04490 -0.01 0.00 0.00 0.109
C 2.17640 -1.42687 5.80634 0.01 0.00 -0.01 -0.255
N 2.43327 -2.34095 6.46190 0.00 0.00 0.01 0.110
Se 3.96080 -0.84352 -0.58766 0.11 -0.66 -0.20 0.541
C 5.06074 0.57123 -0.94483 -0.30 0.34 0.23 -0.874
N 5.80691 1.41583 -1.19831 -0.01 0.00 -0.02 0.002